(1)
{
  "formula": "C5H8O2",
  "method": "ωB97M-V/def2-TZVPD",
  "energy_ev": -9405.215,
  "de_lowest_kcal_mol": 106.5,
  "homo_energy_ev": -9.90,
  "smiles": "C#C[C@@]1(C)CO1.O",
  "gap_ha": 0.3920,
  "elements": ["C", "C", "O", "C", "O", "C", "C", "H", "H", "H", "H", "H", "H", "H", "H"],
  "xyz": [[-0.6798, 1.7212, -0.7779], [-0.2057, 0.4055, -0.2770], [0.8692, -0.1597, -0.9582], [0.9587, 0.3772, 0.5801], [2.0191, -1.7646, 0.4814], [-1.2373, -0.5765, 0.0716], [-2.0854, -1.3734, 0.3777], [0.1902, 2.3587, -0.9562], [-1.3145, 2.1610, -0.0061], [-1.2332, 1.5783, -1.7026], [1.6781, -1.4137, -0.3680], [0.9140, -0.1424, 1.5477], [1.7388, 1.1191, 0.5252], [1.2480, -2.2318, 0.8214], [-2.8604, -2.0589, 0.6408]]
}



(2)
{
  "formula": "C48H80Cl2F5N4O15",
  "method": "ωB97M-V/def2-TZVPD",
  "energy_ev": -126347.828,
  "charge": 1,
  "homo_energy_ev": -10.07,
  "gap_ha": 0.2296,
  "elements": ["C", "C", "C", "C", "C", "O", "C", "F", "F", "F", "C", "C", "C", "O", "O", "C", "C", "C", "N", "C", "N", "C", "C", "C", "O", "C", "N", "C", "O", "F", "C", "O", "F", "N", "C", "C", "C", "C", "C", "C", "C", "C", "C", "Cl", "C", "C", "Cl", "H", "H", "H", "H", "H", "H", "H", "H", "H", "H", "H", "H", "H", "H", "H", "H", "H", "H", "H", "H", "H", "H", "H", "H", "H", "H", "H", "H", "H", "H", "H", "H", "H", "H", "H", "H", "H", "H", "C", "O", "C", "C", "O", "C", "C", "O", "C", "H", "H", "H", "H", "H", "H", "H", "H", "H", "H", "H", "H", "H", "H", "C", "O", "C", "C", "O", "C", "C", "O", "C", "H", "H", "H", "H", "H", "H", "H", "H", "H", "H", "H", "H", "H", "H", "C", "O", "C", "C", "O", "C", "C", "O", "C", "H", "H", "H", "H", "H", "H", "H", "H", "H", "H", "H", "H", "H", "H"],
  "xyz": [[-0.4744, 3.1284, -2.3410], [0.1378, 2.1054, -3.1462], [1.0165, 0.8065, -2.6587], [0.1972, -0.1629, -1.6557], [-1.2704, 0.2240, -1.1791], [-2.0916, -1.0093, -1.1057], [-1.3918, 0.7632, 0.3625], [-2.7748, 0.5197, 0.7228], [-0.6320, -0.0339, 1.2860], [-1.2041, 2.1614, 0.5046], [2.1665, 1.6010, -1.7962], [1.7909, 2.0670, -0.3165], [3.1806, 2.3197, 0.5149], [3.7079, 1.3801, 1.1795], [3.8099, 3.6189, 0.5385], [2.7919, 2.8055, -2.6484], [3.3043, 2.2057, -4.0482], [3.1036, 3.5369, -5.0113], [1.6809, 3.9972, -5.1648], [1.5547, 5.4597, -4.8084], [4.7403, 2.0421, -3.9277], [5.6945, 2.7022, -4.8264], [5.4486, 1.5388, -2.7900], [5.7048, 0.0593, -2.2348], [6.0717, 2.4356, -2.0970], [2.4527, 1.0000, -4.7406], [3.1559, 0.4996, -5.9052], [4.3828, -0.1176, -6.0989], [5.3684, -0.4113, -5.3562], [4.6053, -0.7593, -7.3966], [2.6710, 1.0333, -7.2193], [3.3956, 1.7159, -7.9984], [1.3300, 0.8769, -7.6955], [1.6362, 0.0229, -3.8557], [2.4534, -1.0780, -3.2579], [2.1112, -2.6097, -3.2362], [3.3943, -3.5389, -2.9959], [3.2865, -5.0869, -2.9584], [1.9260, -5.8433, -3.1128], [0.6442, -4.9794, -3.3080], [-0.7972, -5.6951, -3.4957], [0.8095, -3.4340, -3.3547], [0.4771, -0.4768, -4.7176], [-1.3415, -0.1285, -4.5232], [0.5797, -1.4033, -5.8107], [-0.6846, -1.8816, -6.7231], [2.0775, -2.2488, -6.3147], [0.0837, 4.0124, -1.8445], [-1.6175, 3.0653, -2.1726], [-0.0984, 2.2997, -4.2715], [0.8190, -0.4610, -0.7175], [0.0075, -1.2003, -2.1522], [-1.8966, 0.8839, -1.8665], [-1.4950, -1.6155, -0.5854], [3.1107, 0.9554, -1.5712], [1.2536, 1.3225, 0.3544], [1.2379, 3.0698, -0.2272], [4.5811, 3.5782, 1.1654], [3.6447, 3.2424, -1.9799], [2.1441, 3.7642, -2.7093], [3.6196, 4.4249, -4.4661], [3.4584, 3.3915, -6.0835], [1.3948, 3.9485, -6.1626], [1.9316, 5.6583, -3.7281], [2.1872, 6.1107, -5.5108], [0.4380, 5.7777, -4.7927], [6.7483, 2.2504, -4.6398], [5.8314, 3.8400, -4.6292], [5.4942, 2.5097, -5.9545], [6.3301, -0.6082, -2.9526], [6.3378, 0.0830, -1.2607], [4.7671, -0.5367, -1.9673], [1.5627, 1.5215, -5.3104], [3.5216, -0.9729, -3.7123], [2.7024, -0.9875, -2.1234], [4.4519, -3.0928, -2.8561], [4.2230, -5.7223, -2.7834], [1.9141, -6.9999, -3.0781], [-1.1761, -5.6325, -4.5925], [-0.7586, -6.8259, -3.2456], [-1.5976, -5.1945, -2.8486], [-0.1515, -2.8078, -3.5372], [-0.3662, -2.4969, -7.6292], [-1.2507, -0.9621, -7.1517], [-1.4082, -2.5487, -6.1090], [-4.7332, 5.6210, 6.8010], [-4.4578, 4.9438, 5.5847], [-4.8992, 5.6562, 4.4353], [-3.8588, 5.5987, 3.3205], [-2.6776, 6.3655, 3.5626], [-1.7894, 5.8832, 4.5758], [-1.0942, 4.5658, 4.2381], [-2.0066, 3.4764, 4.3323], [-1.8119, 2.4968, 3.3300], [-5.7975, 5.5525, 7.0291], [-4.1643, 5.1412, 7.5978], [-4.4264, 6.6717, 6.7454], [-5.1195, 6.7043, 4.6737], [-5.8243, 5.1799, 4.0927], [-4.3117, 6.0410, 2.4268], [-3.6105, 4.5723, 3.0514], [-2.2914, 5.8394, 5.5414], [-1.0159, 6.6521, 4.6691], [-0.2951, 4.3823, 4.9647], [-0.6517, 4.6338, 3.2381], [-1.6991, 2.9497, 2.3455], [-2.6883, 1.8492, 3.3108], [-0.9299, 1.8872, 3.5689], [-6.5831, -10.3175, -3.2775], [-6.0723, -10.0021, -1.9920], [-4.8309, -10.6378, -1.7120], [-3.8652, -9.6778, -1.0234], [-3.3493, -8.6414, -1.8623], [-4.2646, -7.6170, -2.2632], [-4.7499, -6.7180, -1.1273], [-5.6790, -7.4084, -0.2995], [-5.5365, -7.1045, 1.0759], [-6.9757, -11.3349, -3.2797], [-7.3904, -9.6214, -3.5066], [-5.8093, -10.2103, -4.0465], [-4.3659, -11.0287, -2.6259], [-5.0404, -11.4812, -1.0452], [-2.9910, -10.2596, -0.7130], [-4.2885, -9.2656, -0.1081], [-5.0945, -8.0392, -2.8284], [-3.7046, -6.9912, -2.9663], [-5.2737, -5.8530, -1.5504], [-3.8884, -6.3614, -0.5521], [-4.4896, -7.1401, 1.3886], [-6.0900, -7.8480, 1.6482], [-5.9591, -6.1137, 1.2867], [3.7820, 2.1815, 10.2018], [2.3990, 1.8781, 10.1165], [1.6114, 2.5857, 11.0670], [0.3215, 3.1026, 10.4366], [0.4948, 4.1792, 9.5129], [1.1168, 3.8667, 8.2629], [0.2899, 2.9646, 7.3485], [0.2849, 1.6253, 7.8312], [-0.9631, 0.9776, 7.6680], [4.2118, 1.7020, 11.0821], [4.2739, 1.7968, 9.3080], [3.9461, 3.2644, 10.2444], [2.1670, 3.4267, 11.5007], [1.3656, 1.8845, 11.8720], [-0.2961, 3.5113, 11.2432], [-0.2631, 2.2972, 9.9931], [2.1210, 3.4740, 8.4180], [1.2408, 4.8290, 7.7557], [0.7445, 2.9468, 6.3510], [-0.7263, 3.3648, 7.2650], [-1.7909, 1.6131, 7.9926], [-0.9623, 0.0768, 8.2811], [-1.1005, 0.6874, 6.6182]]
}



(3)
{
  "formula": "C5H8N2O2",
  "method": "ωB97M-V/def2-TZVPD",
  "energy_ev": -12387.752,
  "de_lowest_kcal_mol": 73.4,
  "homo_energy_ev": -9.48,
  "smiles": "C#C[C@](N)(CN)C(=O)O",
  "gap_ha": 0.3727,
  "elements": ["N", "C", "C", "N", "C", "O", "C", "C", "H", "H", "H", "H", "H", "H", "H", "O", "H"],
  "xyz": [[-0.2153, -2.0278, -2.4037], [-0.3273, -1.4160, -1.1015], [0.3610, -2.3460, -0.0490], [1.5088, -1.6604, 0.5032], [0.4225, -0.0579, -1.0008], [1.2713, 0.2880, -1.7808], [-1.7396, -1.2417, -0.7193], [-2.9044, -1.0729, -0.4404], [-0.5352, -1.4026, -3.1374], [0.7653, -2.2418, -2.5741], [-0.3857, -2.6563, 0.6999], [0.6943, -3.2327, -0.6018], [1.8251, -2.0749, 1.3716], [-3.9486, -0.9703, -0.2005], [1.3422, -0.6386, 0.6795], [0.1036, 0.7715, 0.0490], [-0.6933, 0.4678, 0.5089]]
}



(4)
{
  "formula": "C24H56N8O8",
  "method": "ωB97M-V/def2-TZVPD",
  "energy_ev": -54069.062,
  "de_lowest_kcal_mol": 758.0,
  "homo_energy_ev": -7.03,
  "gap_ha": 0.2569,
  "elements": ["C", "O", "N", "C", "C", "H", "H", "H", "H", "H", "H", "H", "C", "O", "N", "C", "C", "H", "H", "H", "H", "H", "H", "H", "C", "O", "N", "C", "C", "H", "H", "H", "H", "H", "H", "H", "C", "O", "N", "C", "C", "H", "H", "H", "H", "H", "H", "H", "C", "O", "N", "C", "C", "H", "H", "H", "H", "H", "H", "H", "C", "O", "N", "C", "C", "H", "H", "H", "H", "H", "H", "H", "C", "O", "N", "C", "C", "H", "H", "H", "H", "H", "H", "H", "C", "O", "N", "C", "C", "H", "H", "H", "H", "H", "H", "H"],
  "xyz": [[-17.0998, -24.7198, -29.3496], [-17.5592, -23.9318, -28.5085], [-17.9435, -25.4120, -30.1828], [-17.5047, -26.3212, -31.2320], [-19.3759, -25.0842, -30.1467], [-16.0520, -24.9524, -29.5946], [-16.5981, -26.8501, -30.9379], [-17.2557, -25.8525, -32.1841], [-18.2158, -27.0813, -31.5553], [-19.7252, -24.5368, -29.2713], [-19.6398, -24.4623, -31.0021], [-19.9359, -26.0192, -30.1322], [-16.2303, -18.5589, -23.8646], [-15.3123, -19.1108, -24.4119], [-17.4420, -18.3021, -24.4255], [-18.4738, -17.7044, -23.5613], [-17.7489, -18.5499, -25.8595], [-16.1311, -18.2259, -22.8199], [-18.2935, -17.7126, -22.4863], [-19.4705, -18.0670, -23.8127], [-18.4465, -16.6329, -23.7598], [-17.0078, -18.9878, -26.5282], [-18.5877, -19.2458, -25.8742], [-18.0050, -17.5960, -26.3206], [-12.0176, -23.3785, -27.3277], [-12.0110, -22.4439, -26.5041], [-13.1172, -23.9520, -27.8681], [-14.4271, -23.6338, -27.2662], [-12.9575, -24.8710, -29.0084], [-11.1027, -23.6307, -27.8859], [-14.1969, -23.1456, -26.3192], [-14.9826, -24.5578, -27.1058], [-15.0395, -22.9252, -27.8239], [-13.4626, -24.2702, -29.7648], [-11.9366, -25.0360, -29.3527], [-13.3686, -25.7918, -28.5946], [-21.3037, -20.5816, -21.7202], [-20.9300, -21.6093, -21.1033], [-20.7260, -20.0095, -22.7152], [-21.2473, -18.8168, -23.2666], [-19.4158, -20.4414, -23.2597], [-22.3025, -20.1535, -21.5432], [-20.6459, -17.9094, -23.3208], [-22.2579, -18.4858, -23.0273], [-21.2903, -18.9951, -24.3411], [-19.4935, -20.5292, -24.3434], [-18.8689, -19.5111, -23.1062], [-18.9554, -21.2766, -22.7320], [-14.8087, -26.9099, -27.9154], [-14.8236, -27.9482, -28.5120], [-15.7796, -26.6872, -26.8960], [-15.9062, -25.5252, -25.9858], [-16.9549, -27.5899, -26.9368], [-14.1333, -26.0786, -28.1706], [-16.2581, -24.7356, -26.6497], [-14.9169, -25.2826, -25.5977], [-16.4301, -25.6840, -25.0432], [-16.6463, -28.5157, -26.4512], [-17.7127, -27.1572, -26.2837], [-17.2183, -27.9348, -27.9367], [-20.5404, -23.3519, -22.2879], [-19.4319, -23.8132, -21.9137], [-20.8578, -23.1466, -23.5273], [-22.0620, -22.4364, -23.8457], [-19.9479, -23.2139, -24.6386], [-21.4110, -23.2401, -21.6233], [-22.0583, -21.3576, -24.0015], [-22.8785, -22.6761, -23.1645], [-22.5140, -22.8072, -24.7657], [-18.9772, -23.5246, -24.2524], [-20.4235, -23.9745, -25.2578], [-19.6420, -22.3583, -25.2407], [-15.9595, -21.8657, -25.6290], [-15.1672, -22.7382, -26.0395], [-17.2649, -21.8841, -25.9180], [-17.7846, -22.8475, -26.8970], [-18.2684, -20.8588, -25.4278], [-15.7962, -21.0839, -24.8712], [-17.0196, -23.5618, -27.2012], [-18.1473, -22.3162, -27.7769], [-18.4855, -23.5982, -26.5319], [-18.0412, -20.4342, -24.4499], [-18.6258, -20.0912, -26.1142], [-19.1594, -21.4634, -25.2581], [-16.4748, -21.1414, -31.0245], [-17.3774, -20.2776, -31.2179], [-16.1016, -21.7773, -29.8624], [-15.6926, -23.1198, -29.7480], [-16.5507, -21.1911, -28.6037], [-15.9057, -21.5160, -31.8894], [-14.6148, -23.0484, -29.6021], [-16.0690, -23.6779, -30.6053], [-16.1444, -23.4740, -28.8214], [-16.1085, -21.5999, -27.6951], [-16.5119, -20.1060, -28.5078], [-17.5970, -21.4749, -28.4906]]
}



(5)
{
  "formula": "C40H43AsN3O2PPdSi",
  "method": "ωB97M-V/def2-TZVPD",
  "energy_ev": -132229.682,
  "de_lowest_kcal_mol": 9.4,
  "charge": -2,
  "homo_energy_ev": -0.91,
  "gap_ha": 0.1766,
  "elements": ["Pd", "N", "C", "C", "O", "O", "H", "H", "H", "H", "C", "C", "As", "C", "C", "C", "C", "C", "C", "C", "C", "C", "C", "C", "C", "P", "C", "C", "C", "C", "C", "C", "C", "C", "C", "C", "C", "C", "H", "H", "H", "H", "H", "H", "H", "H", "H", "H", "H", "H", "H", "H", "H", "H", "H", "H", "H", "H", "H", "H", "H", "H", "N", "C", "N", "C", "C", "C", "C", "C", "C", "H", "H", "H", "H", "H", "H", "C", "Si", "C", "C", "C", "C", "H", "H", "H", "H", "H", "H", "H", "H", "H"],
  "xyz": [[-1.6284, -1.8391, -0.3185], [-2.5782, -4.8968, -1.0677], [-1.4265, -5.1960, -0.1903], [-0.1173, -4.9906, -0.9527], [0.4881, -5.9912, -1.3737], [0.2211, -3.7763, -1.1399], [-3.3256, -4.4847, -0.5164], [-2.9113, -5.7394, -1.5189], [-1.4645, -6.2128, 0.2137], [-1.4635, -4.4736, 0.6259], [0.0639, 1.3806, -0.3932], [1.0587, 2.2643, 0.3560], [1.4021, 3.9820, -0.5434], [2.4938, 3.3758, -2.0455], [3.1574, 2.1505, -2.0609], [3.9387, 1.7874, -3.1477], [4.0703, 2.6434, -4.2318], [3.4102, 3.8623, -4.2305], [2.6217, 4.2208, -3.1444], [2.8594, 4.5538, 0.6441], [2.5020, 5.0255, 1.9070], [3.4644, 5.4253, 2.8225], [4.8097, 5.3737, 2.4830], [5.1776, 4.9152, 1.2268], [4.2111, 4.5058, 0.3157], [-0.2970, -0.3007, 0.3485], [1.4714, -0.7498, 0.6799], [2.1422, -0.6577, 1.8991], [3.4846, -1.0054, 2.0044], [4.1844, -1.4409, 0.8887], [3.5268, -1.5415, -0.3316], [2.1849, -1.2123, -0.4281], [-0.8858, 0.1835, 2.0299], [-1.4106, 1.4352, 2.3406], [-2.0111, 1.6821, 3.5718], [-2.0938, 0.6783, 4.5209], [-1.5964, -0.5858, 4.2170], [-1.0193, -0.8308, 2.9844], [0.4134, 1.1507, -1.4051], [-0.8927, 1.8915, -0.5302], [2.0105, 1.7619, 0.5249], [0.6692, 2.5256, 1.3413], [3.0683, 1.4624, -1.2320], [4.4279, 0.8216, -3.1489], [4.6693, 2.3507, -5.0856], [3.4970, 4.5290, -5.0801], [2.0946, 5.1690, -3.1523], [1.4531, 5.0726, 2.1827], [3.1639, 5.7750, 3.8028], [5.5650, 5.6828, 3.1949], [6.2251, 4.8646, 0.9546], [4.5160, 4.1371, -0.6560], [1.6179, -0.2948, 2.7729], [3.9857, -0.9293, 2.9627], [5.2286, -1.7188, 0.9715], [4.0550, -1.9094, -1.2036], [1.6584, -1.3331, -1.3712], [-1.3900, 2.2300, 1.6063], [-2.4292, 2.6607, 3.7777], [-2.5715, 0.8644, 5.4753], [-1.6946, -1.3943, 4.9316], [-0.7072, -1.8355, 2.7213], [-0.3630, -2.3078, -3.2069], [-1.6636, -1.9551, -3.0371], [-2.0293, -0.8771, -3.6924], [-0.8575, -0.4470, -4.2952], [-0.6145, 0.6672, -5.0956], [0.6714, 0.8690, -5.5706], [1.7076, -0.0247, -5.2600], [1.4893, -1.1343, -4.4618], [0.1961, -1.3327, -3.9851], [0.0744, -2.9854, -2.5304], [-2.3120, -2.6076, -2.4546], [-1.4169, 1.3575, -5.3255], [0.8901, 1.7353, -6.1844], [2.7009, 0.1683, -5.6475], [2.2878, -1.8246, -4.2176], [-7.3370, -2.9574, 1.8750], [-5.6466, -2.4653, 2.5601], [-5.3200, -3.6008, 4.0355], [-5.8244, -0.7240, 3.2634], [-4.3525, -2.5578, 1.3438], [-3.3247, -2.2816, 0.7078], [-8.1075, -2.9332, 2.6517], [-7.3000, -3.9656, 1.4566], [-7.6320, -2.2766, 1.0737], [-6.0908, -3.5012, 4.8060], [-4.3531, -3.3533, 4.4771], [-5.2815, -4.6446, 3.7161], [-6.6277, -0.6539, 4.0041], [-6.0269, -0.0139, 2.4592], [-4.8850, -0.4266, 3.7345]]
}